1.
Entry from the OMol25 dataset: a 2-piece molecular cluster, C23H30N2O4 overall (ωB97M-V/def2-TZVPD).

Calculated values
Total charge = 0
ΔE to the lowest compared entry with this formula, charge and spin = 17.0 kJ/mol
E_LUMO = 0.28 eV
Gap between HOMO and LUMO = 9.4 eV

Last column: Mulliken charge in e.
Element x y z (Å)
O: 4.94 -0.25 -5.92  -0.589
O: -4.63 -0.32 2.74  -0.623
O: -4.36 2.74 1.00  -0.663
O: 3.63 1.30 -6.91  -0.453
C: 3.91 0.40 -5.93  0.552
C: -3.57 -0.31 3.34  0.699
C: -3.69 2.46 1.99  0.160
C: 0.72 0.64 -3.89  -0.858
C: 2.23 -3.82 -0.42  -0.772
C: 1.67 0.85 -4.89  -0.690
C: 1.01 -0.22 -2.82  0.178
C: 1.92 -2.97 -1.49  -0.423
C: 3.20 -0.64 -3.76  -0.373
C: 3.18 -3.43 0.53  -0.685
C: 3.53 -1.36 -0.67  -0.321
C: 2.92 0.21 -4.85  -0.052
C: 2.26 -0.86 -2.75  -0.283
C: 2.57 -1.74 -1.63  0.554
C: 3.83 -2.20 0.41  0.758
N: -3.97 2.99 3.19  -0.117
N: -2.55 0.49 3.04  -0.113
C: -3.36 -1.27 4.49  -1.291
C: 4.84 -1.76 1.44  -1.403
C: -5.07 3.93 3.43  -0.933
C: 0.08 -0.19 1.04  -0.918
C: -1.81 1.75 -0.51  -1.583
C: -1.36 -0.47 0.58  -0.859
C: -2.32 0.76 0.56  0.481
C: -2.51 1.46 1.93  -0.241
H: 4.40 1.26 -7.50  0.348
H: -0.24 1.13 -3.94  0.407
H: 1.73 -4.78 -0.33  0.387
H: 1.43 1.51 -5.72  0.423
H: 0.28 -0.39 -2.05  0.428
H: 1.18 -3.28 -2.23  0.498
H: 4.16 -1.15 -3.70  0.507
H: 3.41 -4.09 1.36  0.362
H: 4.03 -0.40 -0.78  0.431
H: -3.42 2.69 3.97  0.275
H: -1.71 0.38 3.59  0.274
H: -4.25 -1.88 4.60  0.344
H: -3.20 -0.70 5.41  0.327
H: -2.50 -1.90 4.29  0.339
H: 4.42 -0.97 2.07  0.276
H: 5.74 -1.37 0.94  0.344
H: 5.14 -2.59 2.08  0.373
H: -5.09 4.23 4.48  0.339
H: -4.94 4.81 2.80  0.285
H: -6.02 3.45 3.17  0.301
H: 0.65 -1.12 1.02  0.093
H: 0.56 0.52 0.37  0.229
H: 0.09 0.21 2.05  0.389
H: -1.65 1.23 -1.45  0.270
H: -2.56 2.53 -0.69  0.495
H: -0.89 2.22 -0.19  0.370
H: -1.78 -1.24 1.23  0.418
H: -1.33 -0.90 -0.42  0.486
H: -3.29 0.38 0.23  0.412
H: -1.62 2.06 2.09  0.431

=====

2.
Entry from the OMol25 dataset: a 15-piece molecular cluster, C42H123N21O15 overall (ωB97M-V/def2-TZVPD).

Calculated values
Total charge = 0
ΔE to the lowest compared entry with this formula, charge and spin = 812.9 kJ/mol
E_LUMO = 0.14 eV
Gap between HOMO and LUMO = 8.8 eV

Last column: Mulliken charge in e.
Element x y z (Å)
C: 3.10 1.82 4.94  0.656
O: 4.21 1.95 4.61  -0.643
N: 2.65 2.14 6.15  -0.438
N: 2.18 1.21 4.33  0.279
H: 1.79 1.73 6.48  0.157
H: 3.36 2.49 6.79  0.251
H: 2.11 0.92 3.36  -0.183
H: 1.31 1.04 4.81  -0.031
C: 4.58 1.48 -4.79  0.652
O: 5.25 2.46 -4.88  -0.712
N: 3.30 1.37 -4.49  -0.095
N: 4.94 0.32 -5.08  -0.245
H: 2.89 2.25 -4.22  -0.115
H: 2.81 0.50 -4.62  0.016
H: 5.84 0.11 -5.47  0.218
H: 4.16 -0.29 -5.32  0.131
C: -2.94 -3.44 -5.09  0.423
O: -3.80 -3.34 -5.94  -0.733
N: -2.93 -4.56 -4.35  -0.151
N: -2.22 -2.42 -4.64  0.229
H: -3.31 -5.41 -4.75  0.196
H: -2.40 -4.55 -3.49  0.043
H: -2.21 -1.49 -5.02  0.005
H: -1.65 -2.64 -3.84  -0.063
C: -0.10 -0.02 -0.60  -0.525
O: -0.59 -1.16 -0.86  0.115
N: -0.32 0.75 0.43  1.315
N: 0.76 0.57 -1.40  0.929
H: -0.82 0.35 1.20  0.090
H: 0.09 1.67 0.39  0.170
H: 1.02 0.00 -2.19  -0.304
H: 0.94 1.56 -1.30  -0.499
C: -1.21 1.06 -4.53  0.528
O: -1.94 0.49 -5.35  -0.924
N: -1.58 1.21 -3.33  0.933
N: 0.01 1.52 -4.72  -0.023
H: -2.50 0.94 -3.00  -0.292
H: -0.94 1.75 -2.76  -0.339
H: 0.43 2.06 -3.98  -0.051
H: 0.37 1.57 -5.66  0.273
C: 1.96 -1.79 -4.62  0.317
O: 1.81 -1.12 -3.62  -0.569
N: 3.08 -2.36 -4.91  -0.162
N: 1.13 -1.91 -5.57  -0.357
H: 3.04 -3.26 -5.35  0.253
H: 3.87 -2.14 -4.32  0.067
H: 0.31 -1.33 -5.51  0.156
H: 1.17 -2.58 -6.33  0.168
C: -7.67 4.32 0.77  -1.197
C: -6.98 4.43 -0.68  0.617
C: -6.08 3.26 -1.08  -0.754
O: -5.57 3.49 -2.40  -0.436
C: -4.28 3.01 -2.68  -0.114
N: -7.97 4.81 -1.67  -0.797
H: -8.73 4.44 0.96  0.406
H: -7.02 4.84 1.47  0.132
H: -7.70 3.24 0.93  0.364
H: -6.26 5.25 -0.72  0.214
H: -6.56 2.29 -0.97  0.257
H: -5.26 3.30 -0.35  0.383
H: -3.62 3.65 -2.10  0.211
H: -4.26 3.30 -3.73  0.303
H: -4.13 1.99 -2.34  -0.150
H: -8.15 4.03 -2.29  0.275
H: -7.61 5.45 -2.36  0.302
C: 6.82 0.61 -0.45  -1.365
C: 6.94 -0.30 0.78  0.351
C: 5.71 -1.30 0.64  0.012
O: 4.50 -0.54 0.78  -0.040
C: 3.30 -1.26 0.39  -0.002
N: 8.24 -0.95 0.60  -0.705
H: 5.84 1.10 -0.47  0.210
H: 6.94 0.27 -1.48  0.344
H: 7.65 1.32 -0.45  0.460
H: 6.84 0.25 1.71  0.384
H: 5.74 -2.14 1.33  0.431
H: 5.78 -1.73 -0.36  -0.575
H: 3.21 -2.23 0.89  0.534
H: 3.20 -1.37 -0.69  -0.124
H: 2.43 -0.71 0.75  -0.355
H: 8.52 -1.44 1.44  0.239
H: 8.95 -0.23 0.50  0.260
C: -1.79 5.79 1.30  -1.153
C: -2.46 7.08 1.63  0.550
C: -3.98 7.11 1.64  -0.904
O: -4.54 8.42 1.79  -0.338
C: -5.81 8.68 1.35  -0.778
N: -1.96 7.46 2.93  -0.823
H: -2.07 4.93 1.90  0.303
H: -0.75 6.07 1.12  0.265
H: -2.08 5.57 0.27  0.294
H: -2.09 7.93 1.06  0.361
H: -4.46 6.32 2.22  0.443
H: -4.19 6.66 0.67  0.256
H: -5.93 8.62 0.27  0.325
H: -6.18 9.62 1.76  0.292
H: -6.59 7.96 1.59  0.304
H: -2.68 8.10 3.24  0.319
H: -1.16 8.06 2.80  0.266
C: -1.74 1.52 3.43  -1.512
C: -1.90 0.01 3.53  0.964
C: -3.08 -0.52 4.44  -0.972
O: -2.84 -1.92 4.56  0.060
C: -4.02 -2.72 4.80  -0.932
N: -2.02 -0.53 2.20  -0.161
H: -1.81 2.06 4.38  0.624
H: -2.58 1.82 2.81  0.366
H: -0.75 1.87 3.14  -0.018
H: -0.96 -0.45 3.84  -0.220
H: -4.08 -0.20 4.15  0.442
H: -2.72 -0.16 5.40  0.412
H: -4.66 -2.19 5.52  0.412
H: -3.77 -3.69 5.22  0.265
H: -4.68 -2.89 3.95  0.246
H: -2.01 -1.54 2.29  -0.316
H: -2.97 -0.40 1.89  0.035
C: 5.11 -1.80 6.50  -1.409
C: 3.76 -1.68 7.20  0.717
C: 2.53 -1.96 6.36  -0.415
O: 1.30 -1.84 7.05  -0.386
C: 0.21 -2.22 6.27  -0.555
N: 3.84 -2.58 8.31  -0.779
H: 5.95 -1.24 6.92  0.357
H: 5.00 -1.38 5.50  0.249
H: 5.42 -2.81 6.23  0.401
H: 3.69 -0.67 7.60  0.236
H: 2.68 -2.95 5.93  0.392
H: 2.57 -1.28 5.51  0.007
H: -0.29 -1.62 5.50  -0.003
H: -0.65 -2.33 6.93  0.453
H: 0.14 -3.28 6.02  0.426
H: 4.32 -2.14 9.08  0.261
H: 2.93 -2.74 8.74  0.244
C: 1.33 5.13 -2.87  -1.946
C: 1.03 4.02 -1.94  1.159
C: 1.38 4.19 -0.46  -0.775
O: 1.27 3.05 0.26  -0.481
C: 1.86 3.02 1.57  -0.360
N: -0.31 3.52 -2.09  -0.232
H: 0.80 6.00 -2.49  0.455
H: 0.90 5.03 -3.86  0.473
H: 2.39 5.30 -3.07  0.405
H: 1.78 3.27 -2.21  -0.314
H: 0.83 4.99 0.03  -0.178
H: 2.44 4.45 -0.53  0.528
H: 1.97 1.99 1.91  -0.505
H: 1.32 3.56 2.35  0.259
H: 2.88 3.42 1.52  0.437
H: -0.74 3.50 -1.17  0.054
H: -0.86 4.22 -2.57  0.305
C: -5.21 -0.72 -0.95  -1.664
C: -5.24 -2.13 -0.33  0.065
C: -5.01 -3.13 -1.49  -0.498
O: -5.04 -4.34 -0.78  -0.278
C: -4.92 -5.53 -1.53  -0.693
N: -4.29 -2.09 0.78  -0.168
H: -6.14 -0.48 -1.45  0.541
H: -4.42 -0.58 -1.69  -0.028
H: -5.15 0.13 -0.26  0.488
H: -6.24 -2.29 0.08  0.715
H: -4.04 -3.03 -1.98  0.038
H: -5.78 -3.00 -2.24  0.623
H: -4.80 -6.43 -0.93  0.309
H: -4.03 -5.64 -2.14  0.071
H: -5.78 -5.64 -2.19  0.363
H: -3.44 -2.39 0.32  -0.500
H: -4.70 -2.89 1.24  0.230
C: 4.20 -4.27 -2.30  -0.973
C: 5.44 -3.51 -2.84  0.330
C: 6.16 -4.06 -4.11  -0.751
O: 6.56 -5.39 -3.87  -0.382
C: 7.65 -5.52 -2.92  -0.813
N: 5.07 -2.11 -3.10  -0.248
H: 3.28 -3.72 -2.46  -0.169
H: 4.45 -4.52 -1.27  0.406
H: 4.15 -5.29 -2.67  0.500
H: 6.13 -3.29 -2.03  0.480
H: 7.02 -3.47 -4.42  0.385
H: 5.47 -4.12 -4.96  0.285
H: 7.84 -4.72 -2.21  0.319
H: 8.58 -5.63 -3.48  0.318
H: 7.35 -6.32 -2.25  0.307
H: 4.71 -1.61 -2.30  -0.431
H: 5.79 -1.49 -3.44  0.241
C: 0.16 -5.64 -1.38  -1.317
C: -0.92 -4.57 -1.13  1.073
C: -1.00 -3.97 0.29  1.107
O: -1.64 -4.84 1.09  -0.523
C: -1.84 -4.39 2.43  -0.389
N: -0.62 -3.53 -2.10  -0.378
H: -0.04 -6.31 -2.22  0.344
H: 0.11 -6.22 -0.46  0.439
H: 1.18 -5.35 -1.61  0.039
H: -1.82 -5.08 -1.47  -0.614
H: -1.66 -3.15 -0.01  -0.839
H: -0.10 -3.55 0.74  0.509
H: -2.34 -5.15 3.03  0.371
H: -2.49 -3.51 2.50  -0.253
H: -0.88 -4.15 2.88  0.419
H: 0.30 -3.13 -1.95  0.033
H: -1.25 -2.80 -1.80  0.217

=====

3.
Entry from the OMol25 dataset: a 2-piece molecular cluster, C2H3FO2P overall (ωB97M-V/def2-TZVPD).

Calculated values
Total charge = -1
ΔE to the lowest compared entry with this formula, charge and spin = 547.9 kJ/mol
E_LUMO = 2.93 eV
Gap between HOMO and LUMO = 5.2 eV

Last column: Mulliken charge in e.
Element x y z (Å)
C: 2.35 0.62 0.00  0.573
C: 2.12 -0.63 0.25  -0.351
O: -1.52 0.32 0.49  -0.615
O: 2.48 1.78 -0.03  -0.354
F: 2.87 -1.72 -0.13  -0.247
P: -2.97 -0.06 0.27  -0.110
H: 1.11 -0.83 0.44  0.357
H: -3.11 -0.61 -1.03  -0.124
H: -3.34 1.12 -0.26  -0.129

=====

Question: Among the records above, which one has the lowest total charge?
Answer: C2H3FO2P